Density functional theory data (the ωB97M-V functional and the def2-TZVPD basis) for a 12-piece molecular cluster, C34H88N7O19 overall at a distorted geometry.

```
148
Properties=species:S:1:pos:R:3:forces:R:3:lowdin_charge:R:1
C -10.598121 0.656446 4.554121 -0.392 4.382 -1.097 -0.024
N -9.578340 0.174468 5.391690 1.742 0.336 3.833 -0.386
C -9.999978 -1.088424 6.084870 -0.214 0.169 0.685 0.035
C -8.226390 0.031864 4.787112 -0.135 -1.303 -1.388 0.027
C -9.466427 1.246044 6.467203 0.990 -0.154 0.320 -0.105
C -8.334697 1.099077 7.443971 0.240 0.855 1.530 -0.230
O -7.061635 1.399651 6.925475 -0.033 -0.292 -1.202 -0.051
H -10.741422 0.005109 3.772664 -0.662 -1.431 -1.906 0.089
H -10.226568 1.708733 4.143547 -0.991 -2.272 0.594 0.171
H -11.502706 0.847318 5.143690 0.142 -0.262 -0.336 0.132
H -10.782506 -0.882049 6.835423 0.309 0.105 -0.530 0.133
H -9.174418 -1.558147 6.587077 0.519 0.124 0.217 0.107
H -10.361203 -1.798586 5.386283 -0.434 -0.481 -0.915 0.104
H -7.480835 -0.243442 5.534728 -0.275 0.548 -0.085 0.109
H -7.935344 0.865578 4.122125 -0.312 -0.139 0.852 0.134
H -8.344115 -0.842411 4.159432 0.217 -0.215 -0.483 0.110
H -10.397432 1.279129 7.001471 -0.439 -0.082 0.217 0.140
H -9.341773 2.160732 5.944478 0.103 0.913 -0.520 0.129
H -8.386884 0.156506 7.955244 0.225 -0.948 0.048 0.120
H -8.506062 1.806290 8.262954 -0.547 0.109 -0.166 0.145
H -6.418712 1.623164 7.598328 -0.135 0.031 0.412 0.110
C 5.271543 -6.802229 -3.448238 0.367 0.644 -1.375 0.020
N 5.208156 -5.360607 -3.949619 0.703 -0.276 0.652 -0.344
C 6.582829 -4.765791 -3.623784 -0.559 0.293 -0.262 0.030
C 4.912498 -5.243684 -5.425918 -0.220 -2.111 -0.189 0.010
C 4.025448 -4.677302 -3.301476 -1.246 -0.802 1.389 -0.094
C 4.262519 -3.919564 -1.993922 0.848 -2.525 -0.447 -0.200
O 4.768714 -4.862201 -1.048412 -0.015 -0.322 0.107 -0.063
H 5.312948 -6.794219 -2.338021 -0.273 -0.145 -0.967 0.111
H 6.177465 -7.233014 -3.922067 -0.499 0.079 0.576 0.115
H 4.403206 -7.230839 -3.953474 -0.008 -0.554 0.814 0.101
H 6.558968 -3.677113 -3.816974 -0.025 -0.543 0.111 0.090
H 7.296761 -5.261768 -4.302887 -0.289 0.244 0.419 0.114
H 6.781496 -5.015510 -2.569009 0.027 0.279 -0.525 0.108
H 5.684667 -5.709896 -6.062550 -0.069 0.237 0.617 0.119
H 4.863296 -4.197758 -5.583241 -0.133 0.963 -0.609 0.074
H 3.947369 -5.790992 -5.671262 1.025 0.919 0.528 0.136
H 3.259891 -5.511622 -3.078561 1.107 1.314 -0.575 0.166
H 3.652525 -4.000110 -4.042758 -0.409 0.449 -0.118 0.106
H 3.404103 -3.474123 -1.609248 -2.012 0.561 0.213 0.099
H 4.931571 -3.138615 -2.105346 1.632 1.579 -0.532 0.093
H 4.550518 -4.559089 -0.165043 0.102 0.172 0.128 0.080
C 5.005837 8.184238 -0.251527 0.921 -1.824 -3.207 0.026
N 4.380666 6.773441 -0.390719 1.262 0.760 1.475 -0.358
C 3.425601 6.531495 0.732473 -0.314 -0.583 -1.476 0.014
C 3.575282 6.788610 -1.582965 -0.569 -0.337 -1.497 -0.050
C 5.535268 5.738621 -0.342625 1.146 0.986 0.230 -0.111
C 5.167196 4.271786 -0.236483 -1.453 1.487 -2.207 -0.379
O 4.335789 3.960495 -1.325030 0.720 -0.423 1.171 -0.304
H 5.704596 8.277566 -1.193443 -1.042 -0.129 2.193 0.152
H 5.489780 8.218238 0.675110 1.017 0.187 1.151 0.077
H 4.286946 8.963573 -0.342510 -0.939 0.299 0.035 0.087
H 2.940174 5.528128 0.641332 0.337 1.017 -0.123 0.128
H 2.784304 7.377083 0.631112 -1.199 0.159 0.214 0.092
H 3.923380 6.658034 1.632019 1.115 -0.141 1.828 0.082
H 3.270686 5.763423 -1.753240 -0.631 -0.170 0.060 0.089
H 4.176798 7.029318 -2.434921 0.569 0.313 -0.464 0.101
H 2.793258 7.563794 -1.491740 0.200 -0.643 0.037 0.118
H 6.126153 5.989944 0.585895 -0.459 0.223 -0.968 0.141
H 6.168554 5.900204 -1.267053 -0.852 -0.023 1.018 0.152
H 4.710071 4.087799 0.733110 -0.002 -0.329 0.504 0.102
H 6.168048 3.854830 -0.287446 0.350 -0.836 0.252 0.111
H 4.573793 2.499308 -1.255423 -0.752 0.632 -0.061 -0.039
C 0.943930 -5.803583 1.648426 0.101 1.316 -0.182 0.012
N 1.053206 -6.034568 3.134951 -0.505 1.139 -0.428 -0.364
C 1.155376 -7.472710 3.316890 1.245 -1.012 1.002 -0.018
C 2.297831 -5.365693 3.489088 2.755 0.658 1.294 -0.047
C -0.161980 -5.454934 3.910727 1.442 1.351 1.671 -0.036
C -0.050579 -3.904023 4.115263 -0.239 -1.093 -1.835 -0.224
O -0.388485 -3.261437 2.903333 0.832 0.344 -0.220 -0.093
H 1.909765 -6.059774 1.184617 -0.400 -0.039 0.323 0.111
H 0.708794 -4.731767 1.411255 -0.062 -1.251 0.371 0.096
H 0.200829 -6.496493 1.338990 -0.821 -0.186 -0.768 0.099
H 0.200793 -7.932158 3.126877 -0.311 -0.189 -0.161 0.107
H 1.457579 -7.682228 4.381543 -0.185 0.082 -1.180 0.135
H 1.918151 -7.816002 2.578341 -0.569 -0.110 0.841 0.126
H 2.239218 -4.275344 3.287647 0.176 -0.922 0.020 0.075
H 3.198995 -5.766758 2.962723 -1.167 0.040 -0.369 0.124
H 2.658199 -5.565546 4.521814 -1.064 0.310 -0.187 0.130
H -0.251587 -5.889916 4.934796 0.625 -0.239 -0.879 0.147
H -1.065974 -5.652608 3.400137 -0.709 -0.438 -0.942 0.121
H 0.960843 -3.628783 4.352816 0.131 0.182 0.839 0.094
H -0.743156 -3.643253 4.897090 -0.243 0.197 0.391 0.119
H 0.476687 -2.880198 2.538129 -1.076 -0.066 0.599 0.056
C -6.396641 2.624283 -3.728795 1.528 0.923 0.565 -0.012
C -5.002931 3.287822 -3.932919 -1.172 1.114 -1.508 -0.259
C -4.946859 4.777025 -3.503881 -1.561 -0.378 0.278 -0.181
O -5.084504 4.843119 -2.104879 -0.926 0.170 0.541 -0.209
C -5.825455 5.955188 -1.586988 -0.442 1.193 -0.088 -0.080
N -3.836209 2.692799 -3.156444 -1.558 -1.090 -0.247 0.206
H -3.030802 3.235431 -3.412832 1.051 -0.001 -0.231 0.098
H -4.048457 2.959162 -2.189268 0.330 -0.513 0.276 0.127
H -3.636403 1.644959 -3.202638 -0.407 1.785 0.092 0.196
H -6.237306 1.575693 -3.798952 -0.424 -1.026 0.045 0.072
H -7.045768 2.963620 -4.501729 -0.264 0.066 -0.965 0.082
H -6.925356 2.928026 -2.830379 0.458 -0.225 0.497 0.086
H -4.814534 3.296441 -5.055622 0.314 -0.391 1.480 0.176
H -5.711866 5.441277 -3.975601 0.679 -0.797 -0.113 0.160
H -3.960188 5.080176 -3.698786 1.283 1.044 -0.869 0.089
H -5.345193 6.956113 -1.787109 -0.053 -1.125 0.223 0.111
H -5.901654 5.776973 -0.523288 0.278 0.143 0.245 0.081
H -6.895882 6.106321 -1.912278 0.995 -0.845 -0.349 0.107
C 6.930637 -0.143063 -3.971506 1.319 0.933 -0.444 -0.003
C 5.570937 -0.745193 -4.101308 -3.168 -1.162 -0.284 -0.487
O 5.316377 -1.899237 -4.536581 1.328 0.811 0.279 -0.050
N 4.466503 0.003688 -3.733054 1.051 -0.398 0.384 0.018
H 4.616984 0.686765 -2.988675 0.151 0.386 -0.005 0.082
H -2.256129 -4.159207 -1.966752 -0.005 -0.040 0.045 0.101
C 3.105985 -0.566496 -3.741991 1.029 0.519 -1.963 -0.063
H 7.004410 0.905158 -4.399345 -0.430 -1.158 0.717 0.111
H 7.714546 -0.716254 -4.509763 -0.798 0.022 0.261 0.088
H 7.247892 -0.112939 -2.912801 -0.344 0.156 -0.381 0.093
H 2.970973 -1.042522 -4.757025 -0.090 0.220 1.318 0.104
H 2.421156 0.274538 -3.666473 -0.056 -0.026 -0.018 0.063
H 2.915333 -1.235249 -2.921108 -0.015 -0.585 0.283 0.060
C 1.395387 1.625845 -1.512339 -0.988 0.196 0.023 0.016
C 0.897862 2.256129 -0.237121 0.183 0.480 0.309 -0.522
O 0.748318 3.455775 -0.056723 0.025 0.138 -0.582 0.035
N 0.547042 1.393492 0.749646 0.024 0.554 -1.196 0.020
H -1.397657 -0.602364 -0.480399 -0.882 0.501 0.051 0.124
H 0.908443 0.480634 0.666631 0.302 -1.319 0.180 0.074
C 0.226721 1.916107 2.013698 -1.187 -1.334 2.641 -0.094
H 2.371505 1.914715 -1.833560 0.622 0.705 0.055 0.060
H 0.666389 1.894804 -2.265866 -0.063 0.252 -0.434 0.085
H 1.379894 0.559695 -1.476064 0.004 -0.919 0.312 0.048
H -0.775325 2.337621 2.132509 -0.229 -0.258 -0.516 0.075
H 0.832443 2.714096 2.340724 1.243 0.888 0.086 0.067
H 0.298434 1.101085 2.790231 -0.041 0.716 -0.853 0.115
O -0.176062 -2.059566 -1.666996 2.039 1.304 1.522 0.129
C -0.705286 -3.172966 -1.303464 -5.042 -0.287 -3.670 -0.650
O -0.483928 -3.922199 -0.432950 1.044 -1.427 1.606 0.155
O -1.841357 -3.318771 -2.194514 1.822 -0.174 1.400 0.067
H 0.481475 -1.930745 -0.911978 0.466 0.630 -0.452 0.097
O -3.156869 1.158696 1.241970 -0.121 0.721 -1.325 0.154
C -2.688844 0.808976 0.039950 0.193 -0.358 -2.497 -0.563
O -2.107116 -0.386757 0.170111 0.322 0.665 -0.195 0.149
O -2.863335 1.438651 -1.048225 0.541 -1.530 3.504 0.024
H -3.597060 2.007193 1.063764 -0.036 -0.049 0.420 0.140
O 4.743059 1.494030 -1.253789 0.945 -1.011 -0.819 -0.120
C -1.064729 5.487393 -3.572198 1.250 2.294 0.186 -0.326
O -1.419416 4.448501 -4.001189 0.180 1.233 0.853 0.163
O -0.676701 6.555530 -3.215981 -1.406 -3.556 -0.945 0.211
H 4.162645 0.983065 -0.702727 -0.376 0.123 0.528 0.011
O 3.659540 -1.952070 0.957325 -0.522 -0.181 -0.178 0.082
C 2.329836 -2.001319 1.313998 -0.578 0.932 -0.036 -0.708
O 1.469054 -1.576470 0.493882 0.793 -0.572 0.138 -0.031
O 2.137778 -2.392335 2.492014 -0.381 -0.295 -0.402 -0.037
H 4.066712 -2.174010 1.806890 0.425 0.064 -0.175 0.111
```
Positions in Å, forces in eV/Å.

## Properties
- Highest occupied orbital energy: -11.6 eV
- Maximum force: 0.1214 Eh/bohr
- E: -85994.816 eV
- Total charge: +3
- LUMO: -4.985 eV
- Relative energy (zero: lowest compared OMol25 entry of this formula, charge and spin): 32.9 kJ/mol